C30H31IrN3O3P as an isolated structure, computed with wB97M-V/def2-TZVPD.

Each line ends with the Mulliken charge.
Atoms and positions in Å:
Ir 1.026 0.008 0.532  2.276
O 1.448 3.367 -2.031  -0.734
C 1.065 2.633 -1.132  0.018
N 1.591 1.407 -0.857  -0.011
C 2.962 1.192 -1.291  -1.369
C 3.861 1.191 -0.065  0.908
C 5.208 1.518 -0.096  -1.087
C 5.930 1.474 1.086  -0.266
C 5.293 1.108 2.263  -0.862
C 3.945 0.793 2.210  -0.278
N 3.263 0.835 1.073  0.003
C -0.011 3.122 -0.189  0.724
C -0.746 4.254 -0.510  -0.823
C -1.620 4.754 0.439  -0.380
C -1.709 4.124 1.670  -0.909
C -0.939 2.993 1.897  -0.303
N -0.118 2.495 0.978  -0.037
H 3.268 1.971 -1.993  0.611
H 3.056 0.226 -1.799  0.230
H 5.672 1.814 -1.026  0.471
H 6.980 1.730 1.091  0.402
H 5.823 1.071 3.203  0.411
H 3.381 0.498 3.087  0.477
H -0.602 4.718 -1.475  0.501
H -2.215 5.633 0.227  0.431
H -2.360 4.497 2.449  0.464
H -0.970 2.479 2.850  0.593
O -0.947 0.267 4.242  -0.687
C -0.670 -0.013 3.092  0.027
O 0.522 0.059 2.596  -0.927
C -1.829 -0.468 2.177  -0.903
P -1.426 -0.676 0.406  1.053
C -2.400 -2.134 -0.107  0.479
C -3.575 -2.496 0.552  -0.604
C -4.329 -3.567 0.102  -0.724
C -3.925 -4.281 -1.017  -0.528
C -2.766 -3.918 -1.686  -0.810
C -2.007 -2.850 -1.231  0.000
C -2.274 0.622 -0.561  0.278
C -1.807 0.820 -1.859  -0.144
C -2.430 1.723 -2.705  -0.726
C -3.523 2.450 -2.254  -0.572
C -3.986 2.268 -0.960  -0.738
C -3.369 1.355 -0.117  -0.288
H -2.661 0.215 2.348  0.337
H -2.148 -1.436 2.569  0.563
H -3.912 -1.941 1.418  0.379
H -5.237 -3.842 0.624  0.412
H -4.514 -5.117 -1.368  0.380
H -2.447 -4.470 -2.560  0.442
H -1.102 -2.575 -1.756  0.285
H -0.938 0.271 -2.208  0.158
H -2.053 1.867 -3.708  0.444
H -4.008 3.162 -2.908  0.398
H -4.834 2.838 -0.603  0.440
H -3.756 1.222 0.884  0.304
C 2.327 -4.347 0.051  -1.822
C 1.556 -3.065 -0.264  1.750
C 1.557 -2.814 -1.769  -1.427
C 2.146 -1.864 0.462  -1.517
H 1.916 -5.204 -0.486  0.442
H 2.297 -4.571 1.118  0.402
H 3.375 -4.242 -0.238  0.363
H 0.521 -3.211 0.068  -0.208
H 1.097 -3.633 -2.325  0.409
H 2.585 -2.713 -2.128  0.427
H 1.034 -1.887 -2.022  0.092
H 3.119 -1.616 0.020  0.419
H 2.335 -2.093 1.518  0.483

Computed properties:
Spin multiplicity = 5
Frontier orbital gap (spin up / spin down) = 6.773 / 7.526 eV
Strongest force on any atom = 0.5 eV Å⁻¹
E = -1997.38399 Eh
Energy relative to the best compared isomer or geometry (same formula, charge and spin) = 65.43 kJ/mol

***

The molecule C22H26O2S2, computed with wB97M-V/def2-TZVPD.

Each line ends with the Mulliken charge.
Atoms and positions in Å:
C -6.799 -0.275 0.517  -1.207
C -5.537 -1.128 0.505  -0.527
C -4.391 -0.503 -0.289  -0.052
C -3.858 0.783 0.357  -0.651
C -2.693 1.289 -0.453  0.285
O -2.753 2.093 -1.342  -0.550
O -1.560 0.670 -0.069  -0.108
C -0.367 0.951 -0.724  0.588
C 0.109 2.252 -0.756  -0.217
C 1.304 2.539 -1.388  -0.768
C 2.013 1.521 -1.998  -0.735
C 1.541 0.224 -1.957  -0.896
C 0.357 -0.094 -1.304  -0.241
C -0.170 -1.501 -1.290  0.266
S -0.945 -2.043 0.271  -0.341
C 0.218 -1.471 1.578  -1.473
C 1.555 -1.000 1.108  0.717
C 1.999 0.254 1.508  -0.989
C 3.234 0.754 1.133  1.029
C 3.656 2.123 1.566  -1.879
C 4.071 -0.034 0.339  1.234
C 5.414 0.468 -0.091  -1.637
C 3.631 -1.285 -0.059  -1.202
C 2.387 -1.783 0.307  0.699
C 1.918 -3.077 -0.260  -1.207
S 1.035 -2.773 -1.845  -0.188
H -7.609 -0.809 1.009  0.380
H -7.110 -0.042 -0.499  0.297
H -6.639 0.658 1.051  0.310
H -5.769 -2.097 0.058  0.351
H -5.207 -1.310 1.531  0.307
H -4.728 -0.279 -1.303  0.329
H -3.574 -1.225 -0.351  -0.072
H -4.630 1.552 0.364  0.359
H -3.529 0.569 1.374  0.277
H -0.473 3.033 -0.291  0.520
H 1.668 3.554 -1.410  0.455
H 2.937 1.733 -2.514  0.477
H 2.097 -0.563 -2.443  0.392
H -0.988 -1.590 -2.012  0.729
H -0.300 -0.670 2.106  0.451
H 0.319 -2.328 2.249  0.636
H 1.352 0.864 2.123  0.273
H 4.579 2.078 2.142  0.414
H 2.887 2.589 2.177  0.405
H 3.837 2.756 0.697  0.350
H 6.040 0.679 0.776  0.357
H 5.920 -0.266 -0.712  0.423
H 5.312 1.393 -0.657  0.302
H 4.265 -1.894 -0.688  0.368
H 2.746 -3.730 -0.533  0.574
H 1.228 -3.610 0.392  0.388

Computed properties:
Frontier orbital gap = 8.687 eV
Strongest force on any atom = 0.8 eV Å⁻¹
E = -1800.80375 Eh
Energy relative to the best compared isomer or geometry (same formula, charge and spin) = 17.94 kJ/mol
Structure (SMILES) = CCCCC(=O)Oc1ccccc1C1SCc2cc(C)c(C)cc2CS1

***

Number 1 is which compound?
C30H31IrN3O3P